Molecular formula: C2H7N6O2
Method: DFT, ωB97M-V/def2-TZVPD

Its largest force on an atom is 7.3 eV Å⁻¹. The calculation puts the calculated total energy at -558.94735 Ha. As for the energy above the lowest of the compared OMol25 structures with the same formula, charge and spin: 50.21 kcal per mole. The net charge is +1.

Geometry as XYZ:
```
17
Properties=species:S:1:pos:R:3:lowdin_charge:R:1
C -0.30 -1.04 1.70 0.233
C -0.43 -1.87 0.59 -0.380
N 0.23 -0.07 -0.44 -0.039
N 0.33 0.31 0.84 0.046
N -0.15 -1.24 -0.63 0.127
N -0.79 -3.18 0.64 0.133
N 0.54 1.60 1.29 -0.359
N 0.39 1.90 -2.19 0.178
O 0.77 1.78 2.46 0.165
O 0.64 2.45 0.43 0.065
H -0.43 -1.06 2.72 0.077
H 1.28 2.12 -2.69 0.149
H -1.47 -3.30 1.36 0.105
H -0.79 -3.73 -0.24 0.140
H 0.16 0.90 -1.62 0.115
H -0.42 1.81 -2.81 0.135
H 0.45 2.62 -1.41 0.110
```

Molecular formula: C23H29N3RuSSi
Method: DFT, ωB97M-V/def2-TZVPD

Its largest force on an atom is 1.2 eV Å⁻¹. The calculation puts the calculated total energy at -1840.08917 Ha. The net charge is +2.

Geometry as XYZ:
```
58
Properties=species:S:1:pos:R:3:lowdin_charge:R:1
Ru 0.24 -0.83 -0.21 1.026
C -0.93 4.47 -1.99 -0.167
Si -2.47 3.47 -2.26 0.502
C -3.59 3.44 -0.79 -0.169
C -3.39 4.05 -3.76 -0.172
C -1.91 1.67 -2.62 -0.204
C -2.17 1.04 -3.83 -0.025
C -1.73 -0.26 -4.11 -0.023
C -1.01 -0.93 -3.15 -0.095
N -0.75 -0.35 -1.97 -0.152
C -1.19 0.89 -1.72 -0.668
S -0.68 1.27 -0.07 0.766
H -1.20 5.52 -1.81 0.048
H -0.29 4.44 -2.87 0.044
H -0.35 4.13 -1.13 0.015
H -3.95 4.45 -0.58 0.048
H -3.11 3.07 0.12 0.011
H -4.46 2.81 -0.98 0.042
H -3.72 5.07 -3.60 0.050
H -4.27 3.44 -3.96 0.046
H -2.76 4.05 -4.66 0.046
H -2.74 1.57 -4.59 0.111
H -1.94 -0.73 -5.06 0.123
H -0.63 -1.93 -3.31 0.123
C 2.45 -0.05 -1.07 -0.105
C 2.73 0.67 0.25 -0.201
C 3.18 -0.25 1.36 -0.126
C 4.45 -0.14 1.87 0.006
C 4.89 -0.96 2.90 0.029
C 4.07 -1.96 3.41 0.006
C 2.77 -2.12 2.97 -0.131
C 2.03 -3.36 3.40 -0.184
C 2.30 -4.50 2.41 -0.055
C 2.29 -1.21 1.98 -0.141
N 0.98 -1.21 1.59 -0.014
C -0.04 -1.36 2.53 -0.006
C -1.28 -1.54 2.05 -0.229
C -2.59 -1.71 2.64 0.045
C -3.46 -1.82 1.61 0.029
C -2.69 -1.69 0.37 -0.028
N -1.42 -1.56 0.63 -0.089
H 1.99 0.60 -1.81 0.087
H 1.91 -1.03 -0.96 0.040
H 3.38 -0.43 -1.50 0.114
H 1.86 1.24 0.59 0.058
H 3.52 1.40 0.07 0.130
H 5.12 0.62 1.47 0.133
H 5.90 -0.85 3.29 0.134
H 4.46 -2.64 4.16 0.138
H 0.95 -3.21 3.47 0.088
H 2.37 -3.64 4.40 0.129
H 1.89 -4.28 1.43 0.075
H 1.84 -5.42 2.77 0.089
H 3.37 -4.68 2.30 0.089
H 0.15 -1.27 3.59 0.160
H -2.81 -1.74 3.69 0.137
H -4.52 -1.97 1.66 0.129
H -3.07 -1.71 -0.64 0.140
```

Molecular formula: C27H34N6O4
Method: DFT, ωB97M-V/def2-TZVPD

Its largest force on an atom is 1.5 eV Å⁻¹. The calculation puts the calculated total energy at -1678.77334 Ha. As for the SMILES: COc1ccc(C=C2C(=O)N(C)C(=O)N(C)C2=O)cc1.CCN1CCN2CCN(CC)c3cncc1c32.

Geometry as XYZ:
```
71
Properties=species:S:1:pos:R:3:lowdin_charge:R:1
C 4.67 -3.09 -2.92 -0.102
O 5.10 -1.76 -3.06 -0.087
C 4.36 -0.83 -2.34 -0.235
C 4.83 0.49 -2.32 -0.007
C 4.17 1.47 -1.62 -0.022
C 3.03 1.17 -0.87 -0.205
C 2.39 2.19 -0.05 0.083
C 2.10 2.08 1.27 -0.036
C 1.39 3.18 1.92 -0.371
O 1.15 4.21 1.32 0.086
N 0.98 3.00 3.24 0.020
C 0.26 4.06 3.89 -0.014
C 1.22 1.84 3.98 -0.411
O 0.75 1.69 5.09 0.089
N 2.03 0.86 3.40 0.022
C 2.34 -0.32 4.16 -0.013
C 2.52 0.94 2.09 -0.348
O 3.27 0.07 1.68 0.089
C 2.55 -0.15 -0.92 -0.032
C 3.19 -1.12 -1.62 -0.010
H 5.36 -3.74 -3.46 0.093
H 4.69 -3.36 -1.86 0.096
H 3.67 -3.20 -3.33 0.092
H 5.73 0.71 -2.87 0.115
H 4.56 2.47 -1.60 0.116
H 2.14 3.13 -0.51 0.134
H 0.07 3.80 4.93 0.090
H 0.84 4.98 3.85 0.098
H -0.69 4.22 3.38 0.101
H 2.81 -1.05 3.50 0.090
H 3.02 -0.09 4.97 0.102
H 1.42 -0.73 4.56 0.094
H 1.66 -0.39 -0.36 0.101
H 2.80 -2.12 -1.62 0.100
C -1.39 -2.93 1.34 -0.081
C -2.42 -1.84 1.57 -0.233
N -3.04 -1.35 0.33 -0.093
C -4.49 -1.61 0.19 -0.140
C -4.94 -1.53 -1.26 -0.135
N -4.40 -0.33 -1.91 -0.074
C -5.23 0.38 -2.90 -0.135
C -4.36 0.99 -3.99 -0.141
N -3.20 1.71 -3.43 -0.093
C -2.55 2.67 -4.34 -0.236
C -2.69 4.11 -3.89 -0.084
C -2.54 1.21 -2.28 -0.129
C -1.30 1.67 -1.86 -0.107
N -0.59 1.16 -0.86 0.068
C -1.17 0.18 -0.19 -0.124
C -2.43 -0.35 -0.47 -0.130
C -3.13 0.17 -1.56 -0.085
H -0.91 -3.22 2.27 0.073
H -1.85 -3.82 0.90 0.073
H -0.61 -2.60 0.64 0.063
H -3.21 -2.19 2.24 0.114
H -1.97 -0.98 2.08 0.108
H -4.71 -2.60 0.61 0.122
H -5.02 -0.87 0.79 0.124
H -4.59 -2.41 -1.82 0.122
H -6.03 -1.52 -1.34 0.121
H -5.96 -0.32 -3.32 0.121
H -5.79 1.16 -2.38 0.123
H -3.97 0.21 -4.65 0.124
H -4.94 1.68 -4.61 0.122
H -1.49 2.38 -4.43 0.111
H -2.97 2.53 -5.34 0.113
H -2.15 4.79 -4.57 0.074
H -3.73 4.42 -3.87 0.073
H -2.29 4.27 -2.89 0.068
H -0.85 2.51 -2.35 0.096
H -0.61 -0.22 0.63 0.086
```

Molecular formula: C3H8BNO
Method: DFT, ωB97M-V/def2-TZVPD

Its largest force on an atom is 4.8 eV Å⁻¹. The calculation puts the calculated total energy at -273.62449 Ha. The multiplicity is 3. As for the energy above the lowest of the compared OMol25 structures with the same formula, charge and spin: 152.71 kcal per mole.

Geometry as XYZ:
```
14
Properties=species:S:1:pos:R:3:lowdin_charge:R:1
B -0.68 -1.37 0.95 -0.184
C 0.73 0.84 0.68 -0.188
C -0.55 -0.16 -1.31 -0.148
C -0.60 0.07 0.64 -0.237
N 1.54 0.60 -0.54 0.114
O 0.47 0.66 -1.58 -0.114
H -1.67 -2.05 0.81 0.014
H 0.25 -2.07 1.41 0.031
H 0.44 1.91 0.75 0.128
H 1.34 0.40 1.50 0.123
H -0.51 -1.18 -1.63 0.087
H -1.48 0.49 -1.60 0.144
H -1.58 0.66 0.72 0.116
H 2.29 1.20 -0.80 0.115
```

Molecular formula: H24MgO20S2
Method: DFT, ωB97M-V/def2-TZVPD

Its largest force on an atom is 3.1 eV Å⁻¹. The calculation puts the calculated total energy at -2515.97814 Ha. As for the energy above the lowest of the compared OMol25 structures with the same formula, charge and spin: 16.61 kcal per mole. The net charge is -2.

Geometry as XYZ:
```
47
Properties=species:S:1:pos:R:3:lowdin_charge:R:1
Mg -2.76 -0.17 -0.03 0.677
S -2.99 -3.49 0.53 0.236
O -1.69 -4.15 0.36 -0.381
O -4.02 -4.03 -0.35 -0.424
O -3.40 -3.72 1.92 -0.413
O -2.86 -2.02 0.27 -0.433
S 0.59 0.18 -0.14 0.385
O 0.93 0.83 -1.42 -0.369
O 1.29 -1.08 -0.05 -0.292
O 1.04 1.05 0.99 -0.384
O -0.85 0.04 -0.10 -0.314
O -0.83 3.06 -1.56 -0.047
H -0.24 2.29 -1.43 0.021
H -0.24 3.82 -1.58 0.063
O 4.04 -0.99 0.39 -0.073
H 3.10 -0.70 0.31 -0.008
H 4.55 -0.18 0.29 0.006
O -2.72 -0.38 -2.10 -0.013
H -3.46 -0.68 -2.64 0.097
H -2.39 0.41 -2.55 0.074
O -0.15 0.48 3.30 -0.067
H 0.38 0.87 2.56 0.004
H 0.47 -0.08 3.77 0.055
O 1.78 -2.85 -1.94 -0.089
H 2.57 -3.26 -1.59 0.012
H 1.41 -2.34 -1.19 -0.008
O 1.01 3.94 1.52 -0.075
H 1.52 4.05 0.71 0.026
H 0.93 2.98 1.62 -0.005
O 3.43 1.96 1.75 -0.092
H 3.21 2.16 2.67 0.023
H 2.60 1.60 1.36 -0.020
O -2.91 1.87 -0.44 -0.045
H -3.73 2.13 -0.88 0.081
H -2.21 2.36 -0.91 0.021
O -2.65 0.15 1.96 -0.042
H -1.83 0.24 2.49 0.058
H -3.31 -0.19 2.57 0.090
O 3.36 1.56 -2.10 -0.091
H 2.44 1.44 -1.78 -0.017
H 3.90 1.10 -1.45 0.001
O -0.06 -3.34 2.33 -0.120
H -0.79 -3.69 1.76 -0.023
H 0.45 -2.77 1.75 -0.007
O 0.49 -0.53 -3.68 -0.072
H -0.01 -0.03 -4.33 0.007
H 0.60 0.09 -2.92 -0.013
```

Molecular formula: C8B2O16Sn
Method: DFT, ωB97M-V/def2-TZVPD

Its largest force on an atom is 3.4 eV Å⁻¹. The calculation puts the calculated total energy at -1772.96647 Ha. As for the energy above the lowest of the compared OMol25 structures with the same formula, charge and spin: 15.52 kcal per mole.

Geometry as XYZ:
```
27
Properties=species:S:1:pos:R:3:lowdin_charge:R:1
Sn -1.09 -2.52 -2.38 1.828
O 6.85 -3.76 1.99 0.156
C 6.21 -2.97 1.35 -0.389
O 4.89 -2.97 1.35 0.232
B 4.43 -1.83 0.52 -0.900
O 5.61 -1.27 -0.10 0.237
C 6.70 -1.83 0.45 -0.359
O 7.82 -1.47 0.27 0.182
O 3.67 -0.87 1.31 0.269
C 2.43 -0.85 0.85 -0.360
O 1.54 -0.21 1.33 0.174
C 2.33 -1.86 -0.33 -0.346
O 3.50 -2.36 -0.50 0.290
O 1.36 -2.10 -1.06 -0.100
O -2.83 -0.94 -0.76 -0.059
C -3.17 0.17 -0.42 -0.347
O -4.17 0.85 -0.95 0.269
B -4.31 2.15 -0.26 -0.907
O -3.15 2.22 0.67 0.263
C -2.43 1.13 0.54 -0.390
O -1.39 0.90 1.09 0.171
O -4.27 3.19 -1.29 0.231
C -5.45 3.75 -1.42 -0.386
O -5.71 4.51 -2.32 0.154
C -6.35 3.16 -0.28 -0.333
O -5.56 2.29 0.43 0.235
O -7.47 3.48 -0.09 0.185
```

Molecular formula: C11H19N2
Method: DFT, ωB97M-V/def2-TZVPD

Its largest force on an atom is 3.1 eV Å⁻¹. The calculation puts the calculated total energy at -539.73163 Ha. As for the energy above the lowest of the compared OMol25 structures with the same formula, charge and spin: 62.31 kcal per mole. The net charge is +1.

Geometry as XYZ:
```
32
Properties=species:S:1:pos:R:3:lowdin_charge:R:1
C 1.12 1.41 -1.31 -0.377
C -0.69 0.43 2.97 0.066
C 1.31 -1.70 1.65 0.015
C -0.96 0.22 1.69 -0.157
C 1.30 -0.58 0.90 -0.106
C 0.47 0.63 -2.41 -0.116
C 0.23 -0.83 -2.02 -0.156
C 0.34 1.56 -0.01 -0.266
C -0.67 -0.94 -0.82 -0.147
C 0.09 0.20 0.63 -0.263
C -0.94 2.38 -0.24 -0.028
N 2.26 1.89 -1.53 0.188
N -0.67 -2.28 -0.24 0.166
H -1.47 0.49 3.71 0.075
H 0.32 0.58 3.32 0.085
H 2.21 -2.28 1.76 0.087
H 0.51 -1.93 2.35 0.083
H -1.99 0.11 1.36 0.115
H 2.18 -0.31 0.33 0.130
H -0.47 1.10 -2.68 0.124
H 1.13 0.67 -3.28 0.127
H -0.23 -1.35 -2.87 0.129
H 1.19 -1.31 -1.82 0.130
H 0.96 2.12 0.70 0.158
H -1.66 -0.54 -0.96 0.140
H -0.67 3.33 -0.70 0.100
H -1.42 2.59 0.71 0.085
H -1.64 1.87 -0.89 0.078
H 2.69 2.44 -0.79 0.073
H 0.17 -2.31 0.47 0.112
H -0.52 -3.01 -0.95 0.175
H -1.53 -2.49 0.28 0.175
```

Molecular formula: C60H63BBrF4N10OP2Ti
Method: DFT, ωB97M-V/def2-TZVPD

Its largest force on an atom is 0.4 eV Å⁻¹. The calculation puts the calculated total energy at -7477.20642 Ha. As for the energy above the lowest of the compared OMol25 structures with the same formula, charge and spin: 0.00 kcal per mole. The net charge is +3.

Geometry as XYZ:
```
143
Properties=species:S:1:pos:R:3:lowdin_charge:R:1
Ti -0.26 0.37 -0.20 1.206
C 4.52 -1.65 -1.66 0.008
N 3.22 -0.99 -1.84 -0.020
C 2.36 -0.66 -0.87 -0.435
N 1.31 -0.01 -1.43 0.011
C 1.52 0.05 -2.79 -0.133
C 2.71 -0.57 -3.06 -0.091
C 3.42 -0.77 -4.33 -0.209
C 3.81 0.34 -5.09 -0.016
C 4.47 0.15 -6.29 -0.042
C 4.74 -1.13 -6.75 -0.044
C 4.35 -2.24 -6.00 -0.049
C 3.69 -2.06 -4.80 -0.042
C 0.57 0.69 -3.71 -0.164
C -0.09 1.86 -3.33 -0.035
C -0.99 2.47 -4.19 -0.055
C -1.23 1.92 -5.45 -0.042
C -0.55 0.78 -5.84 -0.045
C 0.35 0.16 -4.98 -0.026
P 2.75 -0.72 0.91 1.208
C 1.18 -1.33 1.64 -0.430
N -0.05 -0.83 1.44 0.007
C -0.89 -1.37 2.39 -0.125
C -0.13 -2.18 3.20 -0.089
N 1.16 -2.14 2.70 -0.019
C 2.32 -2.82 3.27 0.019
C -0.48 -2.92 4.43 -0.196
C -0.31 -4.30 4.53 -0.046
C -0.65 -4.95 5.71 -0.049
C -1.17 -4.24 6.78 -0.045
C -1.34 -2.87 6.68 -0.043
C -0.99 -2.20 5.52 -0.019
C -2.32 -1.05 2.43 -0.153
C -3.25 -1.94 2.97 -0.028
C -4.59 -1.61 3.00 -0.052
C -5.04 -0.39 2.50 -0.053
C -4.12 0.50 1.97 -0.053
C -2.77 0.17 1.94 -0.051
C 2.35 1.02 1.20 -0.423
N 1.15 1.55 0.92 0.022
C 1.17 2.86 1.37 -0.128
C 2.42 3.12 1.89 -0.084
N 3.14 1.94 1.78 -0.021
C 4.50 1.74 2.26 0.022
C 2.95 4.34 2.51 -0.187
C 2.27 4.92 3.58 -0.015
C 2.76 6.08 4.16 -0.046
C 3.92 6.66 3.68 -0.048
C 4.61 6.08 2.62 -0.051
C 4.12 4.93 2.03 -0.037
C 0.03 3.79 1.42 -0.201
C 0.11 5.03 0.80 -0.020
C -0.90 5.96 0.99 -0.051
C -1.99 5.66 1.79 -0.056
C -2.08 4.42 2.40 -0.058
C -1.07 3.48 2.22 -0.049
H 5.01 -1.25 -0.78 0.086
H 5.12 -1.45 -2.54 0.108
H 4.39 -2.72 -1.55 0.054
H 3.60 1.34 -4.73 0.127
H 4.77 1.01 -6.88 0.119
H 5.25 -1.28 -7.69 0.120
H 4.55 -3.24 -6.36 0.117
H 3.37 -2.92 -4.22 0.117
H 0.15 2.35 -2.39 0.106
H -1.48 3.39 -3.90 0.106
H -1.92 2.40 -6.13 0.121
H -0.71 0.36 -6.83 0.120
H 0.88 -0.73 -5.30 0.119
H 2.00 -3.38 4.14 0.096
H 3.06 -2.08 3.58 0.097
H 2.75 -3.49 2.53 0.075
H 0.09 -4.85 3.70 0.108
H -0.51 -6.02 5.78 0.116
H -1.43 -4.76 7.69 0.120
H -1.73 -2.31 7.52 0.119
H -1.12 -1.13 5.44 0.127
H -2.92 -2.89 3.37 0.116
H -5.30 -2.31 3.43 0.122
H -6.09 -0.14 2.54 0.121
H -4.44 1.47 1.61 0.116
H -2.07 0.93 1.60 0.067
H 4.67 2.38 3.12 0.110
H 5.22 1.99 1.49 0.107
H 4.63 0.70 2.56 0.078
H 1.35 4.47 3.94 0.122
H 2.22 6.53 4.98 0.117
H 4.30 7.57 4.14 0.118
H 5.51 6.54 2.24 0.116
H 4.64 4.50 1.19 0.117
H 0.98 5.28 0.20 0.131
H -0.82 6.94 0.52 0.121
H -2.76 6.40 1.95 0.119
H -2.92 4.19 3.04 0.116
H -1.11 2.54 2.75 0.109
C -2.79 -6.59 2.04 -0.022
C -1.52 -6.06 1.43 -0.246
C -0.41 -6.88 1.21 0.008
C 0.74 -6.34 0.67 -0.076
C 0.72 -4.99 0.37 -0.714
Br 2.28 -4.19 -0.40 0.824
N -0.29 -4.19 0.55 0.055
C -1.40 -4.73 1.08 -0.127
H -3.16 -7.45 1.47 0.096
H -3.57 -5.83 2.06 0.077
H -2.62 -6.93 3.06 0.093
H -0.45 -7.93 1.46 0.137
H 1.62 -6.95 0.48 0.114
H -2.23 -4.04 1.23 0.100
C -4.37 -2.43 -0.44 -0.065
N -3.19 -2.77 -1.23 -0.262
C -3.05 -4.19 -1.57 -0.064
P -2.38 -1.60 -2.02 0.642
O -1.42 -0.81 -1.06 -0.339
N -1.41 -2.22 -3.17 -0.266
C -0.24 -3.02 -2.81 -0.101
C -1.94 -2.50 -4.51 -0.062
N -3.46 -0.55 -2.63 -0.268
C -4.66 -1.07 -3.30 -0.072
C -3.54 0.88 -2.33 -0.063
H -4.39 -3.04 0.46 0.080
H -5.29 -2.61 -1.00 0.099
H -4.34 -1.39 -0.12 0.076
H -3.47 -4.77 -0.75 0.086
H -2.01 -4.47 -1.67 0.059
H -3.60 -4.44 -2.48 0.096
H -0.43 -4.09 -2.90 0.091
H 0.07 -2.82 -1.78 0.033
H 0.58 -2.77 -3.48 0.082
H -2.53 -3.41 -4.55 0.092
H -1.09 -2.61 -5.18 0.093
H -2.53 -1.66 -4.87 0.077
H -4.62 -2.15 -3.40 0.083
H -4.74 -0.63 -4.30 0.102
H -5.55 -0.80 -2.73 0.099
H -2.62 1.23 -1.88 0.045
H -4.37 1.07 -1.64 0.106
H -3.72 1.43 -3.25 0.100
F -3.86 4.13 -2.62 0.288
B -3.08 4.11 -1.57 -0.906
F -3.55 3.67 -0.42 0.273
F -1.81 4.45 -1.68 0.275
F -1.16 1.82 -0.40 -0.255
```